# 1
C32H68O24S8 | ωB97M-V/def2-TZVPD

The geometry in ORCA input format:
```
! wB97M-V def2-TZVPD RIJCOSX def2/J DEFGRID3
* xyz 0 1
C -0.94895 -6.08195 0.50663
C 0.12162 -5.51895 1.59947
C 0.79060 -4.28975 1.03176
S 1.18510 -4.86767 -0.61320
O 2.62703 -5.38110 -0.57624
O 0.79736 -3.79985 -1.59432
C 0.06179 -6.33865 -0.60921
H -1.70791 -5.35440 0.21895
H -1.49723 -6.94313 0.88857
H 0.79733 -6.33297 1.86190
H -0.50818 -5.24332 2.44534
H 1.59031 -3.67087 1.43863
H 0.03387 -3.52745 0.84641
H 0.77779 -7.12983 -0.38680
H -0.24218 -6.57901 -1.62800
C 0.49151 5.80847 1.73034
C 0.74721 4.30081 1.41220
C -0.65898 3.75439 0.80371
S -1.69280 5.20034 0.24964
O -2.73745 5.53225 1.22307
O -2.07154 4.89420 -1.14871
C -0.18476 6.34320 0.46780
H 1.49553 6.18424 1.92740
H -0.32689 5.88175 2.44654
H 0.89655 3.81057 2.37421
H 1.58882 4.27144 0.72015
H -1.16849 3.10664 1.51710
H -0.39242 3.06438 0.00313
H -0.48261 7.39071 0.42201
H 0.45811 6.21104 -0.40246
C 4.68264 -1.07527 3.49874
C 3.28763 -1.37837 3.05267
C 2.64058 -2.23725 4.18703
S 3.34820 -1.68948 5.80656
O 3.85783 -2.85231 6.63586
O 2.53270 -0.67086 6.42883
C 4.63700 -0.66896 5.03341
H 5.11951 -0.32772 2.83661
H 5.28256 -1.97588 3.36797
H 3.15191 -1.74576 2.03546
H 2.87392 -0.37773 2.92750
H 3.04489 -3.23354 4.00807
H 1.57378 -2.46044 4.20170
H 5.56184 -1.00613 5.50147
H 4.36265 0.37417 5.19065
C 5.08573 -1.30340 -1.37916
C 3.52771 -1.25231 -1.35531
C 3.30816 0.27615 -1.26268
S 4.68657 1.11287 -2.24256
O 5.55171 2.04990 -1.55935
O 4.07408 1.47669 -3.52426
C 5.64921 -0.41156 -2.50553
H 5.36087 -2.33743 -1.58690
H 5.52325 -1.01382 -0.42374
H 3.06174 -1.82031 -0.55011
H 3.10826 -1.48653 -2.33372
H 3.58932 0.46350 -0.22636
H 2.38540 0.85045 -1.34531
H 6.72228 -0.24068 -2.59173
H 5.38586 -0.69098 -3.52566
C -3.77186 1.18679 0.33918
C -4.61428 -0.04344 0.89248
C -4.60943 0.06944 2.41335
S -4.91147 1.90152 2.73700
O -4.03146 2.30909 3.92149
O -6.39496 2.05771 2.87123
C -4.27461 2.40466 1.13090
H -3.96233 1.21445 -0.73370
H -2.72139 0.93787 0.48965
H -4.15988 -1.00874 0.66921
H -5.65114 -0.14699 0.57268
H -3.59124 -0.15629 2.73027
H -5.34275 -0.52485 2.95847
H -3.59624 3.23790 1.31429
H -5.07584 2.95525 0.63798
C 1.00761 2.95079 -5.40548
C -0.24485 3.79349 -5.45533
C -0.80599 3.85494 -3.89472
S 0.75747 3.88193 -2.83004
O 0.73466 2.69845 -1.91441
O 1.05344 5.26190 -2.37002
C 1.84038 3.54177 -4.19636
H 1.53402 3.14905 -6.33913
H 0.77404 1.88654 -5.37539
H -0.93308 3.38406 -6.19480
H -0.00571 4.83315 -5.67898
H -1.24100 2.89119 -3.63009
H -1.57996 4.55670 -3.58389
H 2.60960 2.85042 -3.85220
H 2.26974 4.48025 -4.54707
C 0.59017 -0.88553 -4.16253
C 0.23370 -2.36756 -4.50327
O -1.12038 -2.40324 -4.54848
S -1.68879 -1.06161 -5.30798
O -3.07284 -0.70448 -4.86590
O -1.37424 -1.14973 -6.76562
O -0.58603 -0.17980 -4.49637
H 1.44288 -0.46660 -4.69684
H 0.55893 -0.67398 -3.09371
H 0.54672 -3.19236 -3.86311
H 0.73787 -2.69617 -5.41208
C -5.57417 -1.66412 -2.86486
C -6.54129 -2.35653 -1.91524
O -5.77270 -3.23267 -1.18879
S -4.22484 -3.47786 -1.87948
O -3.95014 -4.88558 -2.00862
O -3.20191 -2.62035 -1.17862
O -4.72172 -2.68049 -3.19050
H -5.13719 -0.97344 -2.14366
H -5.76735 -1.05712 -3.74935
H -7.32672 -2.88163 -2.45881
H -7.00038 -1.77704 -1.11429
C -0.24087 -0.35049 1.54224
C 0.10607 -0.35476 0.05475
O -0.60251 -1.38661 -0.68787
O 0.46077 -1.45979 2.13553
H -1.31794 -0.48341 1.64387
H -0.02814 0.65722 1.89913
H 1.19033 -0.43604 -0.02195
H -0.23255 0.63376 -0.25549
H 0.04784 -2.01948 -1.00112
H -0.25935 -2.02488 2.42483
C -0.78637 0.58189 5.26634
C 0.39054 1.54092 5.06057
O -0.13842 2.92074 4.99533
O -0.20430 -0.80147 5.31284
H -1.66232 0.70429 4.62927
H -1.15308 0.75450 6.27818
H 1.07298 1.25542 4.26003
H 1.18032 1.50894 5.81113
H 0.64540 3.46917 5.07557
H 0.60261 -0.77355 5.83220
*
```

Properties
ΔE to the lowest compared entry with this formula, charge and spin: 96.27 kcal/mol
HOMO level: -0.3673 Ha
SMILES string: O=S1(=O)CCCC1.O=S1(=O)CCCC1.O=S1(=O)CCCC1.O=S1(=O)CCCC1.O=S1(=O)CCCC1.O=S1(=O)CCCC1.O=S1(=O)OCCO1.O=S1(=O)OCCO1.OCCO.OCCO
Energy: -6250.97099 Eh
Gap between HOMO and LUMO: 10.040 eV

Mulliken population analysis, charges in e, atoms 1 to 8: atom 1 (C): -0.400, atom 2 (C): -0.947, atom 3 (C): 0.750, atom 4 (S): 0.837, atom 5 (O): -0.734, atom 6 (O): -0.361, atom 7 (C): -0.987, atom 8 (H): 0.084

# 2
C32H70AlN3OP | ωB97M-V/def2-TZVPD

The geometry in ORCA input format:
```
! wB97M-V def2-TZVPD RIJCOSX def2/J DEFGRID3
* xyz -1 1
C 3.07002 -3.18715 2.08700
C 1.90719 -2.51420 1.28145
O 0.81180 -2.45098 1.81286
N 2.24180 -2.03558 0.01801
C 1.07273 -1.92010 -0.88473
Al 3.30335 -0.45732 0.06656
P 4.07332 -0.11340 -2.14243
N 4.64617 -1.54348 -2.65681
C 2.35254 1.17949 0.81035
C 2.30478 2.43774 0.11371
C 1.65729 3.53935 0.69141
N 0.99196 3.65539 1.85493
C 1.07084 2.46324 2.48425
C 1.66564 1.25925 2.07382
H 3.90223 -3.45176 1.40934
H 3.38890 -2.48098 2.88398
H 2.70425 -4.12742 2.55308
H 0.91964 -0.84302 -1.12080
H 0.16611 -2.44871 -0.53925
H 1.37016 -2.40641 -1.84722
H 4.58208 -0.72001 0.98211
H 2.97333 0.26731 -2.98790
H 5.08947 0.88706 -2.16948
H 4.53078 -2.19210 -1.87177
H 2.77262 2.53573 -0.87872
H 1.68778 4.48059 0.09890
H 0.58235 2.44730 3.48415
H 1.59957 0.36920 2.71807
C -3.94362 4.78995 8.01304
C -3.90512 5.20465 6.54616
C -3.46221 4.08170 5.60931
C -2.04291 3.56011 5.84251
C -0.93942 4.61325 5.75184
C -0.83172 5.25882 4.37470
H -2.95338 4.51386 8.38013
H -4.30629 5.61443 8.63108
H -4.61448 3.93982 8.15969
H -3.25861 6.07895 6.42892
H -4.90924 5.52495 6.25004
H -3.55650 4.42905 4.57618
H -4.15914 3.24214 5.70689
H -1.84121 2.77097 5.11068
H -1.98916 3.07746 6.82388
H 0.01577 4.13291 5.98529
H -1.08608 5.38779 6.51173
H -0.64943 4.50807 3.60486
H -0.00220 5.96861 4.35431
H -1.74049 5.80697 4.11387
C -4.39594 -6.24200 -2.90316
C -2.89176 -6.08386 -3.09578
C -2.25805 -5.08057 -2.13394
C -2.76054 -3.64264 -2.27000
C -2.59589 -3.02596 -3.65879
C -1.14111 -2.91352 -4.10057
H -4.92854 -5.31054 -3.10460
H -4.78804 -7.00013 -3.58539
H -4.62661 -6.55702 -1.88252
H -2.68219 -5.80634 -4.13259
H -2.41846 -7.05855 -2.93835
H -1.17258 -5.10092 -2.27060
H -2.43528 -5.41279 -1.10561
H -2.23038 -3.02215 -1.54034
H -3.81750 -3.59714 -1.98779
H -3.03359 -2.02309 -3.64463
H -3.16269 -3.59656 -4.40163
H -0.56407 -2.31807 -3.39038
H -1.07906 -2.42792 -5.07684
H -0.66957 -3.89467 -4.19033
C 2.05803 7.99504 1.29307
C 3.20704 7.93611 2.29312
C 2.76594 8.16698 3.73748
C 2.15153 9.53963 4.02037
C 3.04167 10.73440 3.68053
C 4.33215 10.77770 4.49114
H 1.59055 8.98220 1.27178
H 2.42275 7.78071 0.28640
H 1.29193 7.25550 1.53833
H 3.97999 8.65648 2.00760
H 3.67169 6.94793 2.22897
H 3.62590 8.01056 4.39638
H 2.03598 7.39884 4.01220
H 1.88516 9.58620 5.08215
H 1.20928 9.63620 3.47219
H 2.47779 11.65188 3.87671
H 3.27828 10.74328 2.61273
H 4.11943 10.80430 5.56251
H 4.90792 11.67130 4.24001
H 4.96501 9.91174 4.28796
C -2.04169 -10.13596 -8.64718
C -0.88574 -10.21798 -7.65618
C -1.31553 -10.01274 -6.20434
C -1.92258 -8.64338 -5.89169
C -1.03268 -7.44362 -6.21501
C 0.26281 -7.41831 -5.41194
H -2.50518 -9.14762 -8.64542
H -1.68649 -10.33154 -9.66121
H -2.80977 -10.87679 -8.41151
H -0.11314 -9.49528 -7.93305
H -0.42440 -11.20681 -7.74272
H -0.45155 -10.18424 -5.55512
H -2.04686 -10.78367 -5.93795
H -2.18085 -8.61623 -4.82788
H -2.86891 -8.53384 -6.43142
H -1.59260 -6.52970 -5.99709
H -0.80270 -7.41360 -7.28434
H 0.05667 -7.41199 -4.33895
H 0.83818 -6.52142 -5.64886
H 0.89355 -8.28124 -5.63589
*
```

Properties
ΔE to the lowest compared entry with this formula, charge and spin: 20.21 kcal/mol
HOMO level: -0.1817 Ha
Energy: -2084.63153 Eh
Gap between HOMO and LUMO: 7.244 eV

Mulliken population analysis, charges in e, atoms 1 to 8: atom 1 (C): -0.983, atom 2 (C): 0.503, atom 3 (O): -0.649, atom 4 (N): 0.235, atom 5 (C): -1.015, atom 6 (Al): -0.067, atom 7 (P): 0.322, atom 8 (N): -0.868

# 3
C32H70B2MgO17S7 | ωB97M-V/def2-TZVPD

The geometry in ORCA input format:
```
! wB97M-V def2-TZVPD RIJCOSX def2/J DEFGRID3
* xyz 0 1
Mg 0.76374 -1.55057 1.24747
B 2.40986 -2.80296 1.02297
H 2.96415 -1.77839 0.97924
H 3.19081 -3.71017 0.92065
H 1.77539 -2.88265 1.99263
H 1.64274 -2.83280 0.15127
B 0.09557 -0.16866 -0.10461
H -0.53579 -1.11682 -0.36163
H -0.10138 0.79286 -0.79709
H -0.06609 0.08268 1.01351
H 1.22067 -0.45362 -0.16211
C -0.92596 2.76340 -3.76537
C -0.05614 3.50478 -4.76040
C -0.74011 4.57382 -5.61995
O -0.19217 5.79385 -5.13396
C 0.86257 5.53408 -4.33575
O 1.58049 6.37146 -3.90808
O 1.01865 4.20517 -4.13915
H -1.41220 3.43619 -3.04902
H -0.30302 2.09747 -3.16882
H -1.63968 2.13750 -4.29712
H 0.26828 2.69260 -5.41810
H -1.81961 4.56370 -5.47613
H -0.51752 4.49298 -6.68192
C 5.38634 0.11876 3.81897
C 4.45120 0.46992 4.96852
C 3.16194 1.05834 4.38026
S 3.12970 0.64569 2.62803
O 3.42648 1.79402 1.81522
O 1.96297 -0.16244 2.38701
C 4.59639 -0.37764 2.63069
H 6.17424 -0.57272 4.12912
H 6.01550 0.98305 3.56926
H 4.91888 1.21591 5.61276
H 4.27910 -0.37465 5.63624
H 3.06891 2.12797 4.54256
H 2.31328 0.57905 4.86272
H 5.08166 -0.42844 1.66300
H 4.28166 -1.37164 2.96422
C -0.85031 -5.99098 2.27354
C -2.36923 -5.79328 2.36055
C -2.79031 -4.65090 1.43330
S -1.34329 -4.23151 0.40765
O -0.67749 -3.10256 1.01215
O -1.67869 -4.18890 -0.98876
C -0.42708 -5.69914 0.84291
H -0.51792 -6.99101 2.54232
H -0.33028 -5.26791 2.90883
H -2.65566 -5.61442 3.39678
H -2.87927 -6.71956 2.09191
H -3.14890 -3.75298 1.92889
H -3.51641 -4.97271 0.68818
H 0.63625 -5.56054 0.65784
H -0.81311 -6.47619 0.17448
C -1.60465 -2.96527 -5.05195
C -2.29118 -2.00540 -4.08354
C -1.19112 -1.45490 -3.18825
S 0.24641 -1.24918 -4.23778
O 1.38681 -1.90966 -3.67241
O 0.30302 0.13374 -4.66448
C -0.43524 -2.18959 -5.63707
H -2.27193 -3.38896 -5.79839
H -1.22070 -3.78870 -4.43937
H -3.06886 -2.45812 -3.46930
H -2.74517 -1.13287 -4.57162
H -0.88941 -2.27206 -2.52444
H -1.29018 -0.58424 -2.54898
H 0.42949 -2.75879 -5.97157
H -0.79448 -1.47209 -6.37157
C 3.90606 2.06252 -2.99976
C 2.96706 0.90605 -2.67100
C 3.45875 0.19582 -1.40905
S 5.27484 0.26753 -1.57983
O 5.75581 -1.02963 -1.98466
O 5.84141 0.91188 -0.42117
C 5.27000 1.40845 -2.98941
H 3.81075 2.83137 -2.22986
H 3.69590 2.51864 -3.96602
H 2.81450 0.19374 -3.47930
H 1.98531 1.37230 -2.52975
H 3.15829 -0.84237 -1.32449
H 3.22107 0.78117 -0.52260
H 5.45289 0.71152 -3.81525
H 6.16827 2.02537 -3.04025
C -3.56485 0.18239 -0.76246
C -3.63644 -1.31120 -0.39966
C -5.01890 -1.78641 -0.74049
S -6.12403 -0.38799 -0.39864
O -6.80536 -0.59515 0.85245
O -6.85659 -0.14006 -1.60679
C -4.80564 0.84809 -0.22421
H -3.49786 0.29676 -1.85064
H -2.60243 0.55665 -0.40458
H -3.30540 -1.46037 0.63176
H -2.88543 -1.83006 -0.99404
H -5.41940 -2.65205 -0.20790
H -5.19704 -2.06450 -1.78011
H -4.70718 1.01023 0.85285
H -5.14883 1.78776 -0.64645
C -0.03297 5.84117 0.75628
C 1.15551 5.01168 0.29324
C 0.75105 3.54636 0.34242
S -0.26115 3.42975 1.82428
O 0.44540 2.91524 2.97391
O -1.51085 2.80829 1.42102
C -0.51167 5.18806 2.06401
H -0.87725 5.88352 0.06498
H 0.27313 6.86567 0.96224
H 2.04437 5.12426 0.91920
H 1.46814 5.21953 -0.72270
H 1.49478 2.76025 0.50045
H 0.16217 3.18610 -0.50004
H 0.20611 5.53729 2.81057
H -1.50324 5.38745 2.45835
C -2.92902 0.28990 4.56312
C -2.86630 -0.88749 5.52772
C -1.92181 -1.89688 4.88430
S -0.57847 -0.89131 4.24457
O -0.18085 -1.47841 2.98144
O 0.39376 -0.68026 5.27449
C -1.54218 0.61086 3.98122
H -3.37245 1.17480 5.01746
H -3.56008 0.05026 3.70257
H -3.84961 -1.32799 5.68377
H -2.46486 -0.60839 6.50480
H -2.41196 -2.27916 3.98232
H -1.57541 -2.73638 5.47827
H -1.58332 0.83141 2.91658
H -0.99905 1.41355 4.47351
*
```

Properties
ΔE to the lowest compared entry with this formula, charge and spin: 0.00 kcal/mol
HOMO level: -0.3419 Ha
Energy: -5577.42570 Eh
Gap between HOMO and LUMO: 9.216 eV

Mulliken population analysis, charges in e, atoms 1 to 8: atom 1 (Mg): -0.014, atom 2 (B): 2.064, atom 3 (H): -0.740, atom 4 (H): -0.266, atom 5 (H): 0.103, atom 6 (H): -0.408, atom 7 (B): 2.872, atom 8 (H): -0.190

Question: Which of these has the highest HOMO level?
Answer: C32H70AlN3OP

Question: The highest HOMO level belongs to which entry?
Answer: C32H70AlN3OP